Entry 1:
Density functional theory data (ωB97M-V with the def2-TZVPD basis set) for a molecular structure, C37H34FN2O4ReS4SbTe.

```
85
C37H34FN2O4ReS4SbTe ωB97M-V with the def2-TZVPD basis set
Re 0.264 0.437 0.299
C -5.026 5.352 -1.961
C -3.655 5.639 -2.571
C -3.277 7.113 -2.549
C -3.174 7.625 -1.117
C -2.356 6.698 -0.258
C -1.821 7.141 0.931
C -1.054 6.296 1.731
F -0.557 6.771 2.870
C -0.785 5.004 1.367
C -1.304 4.535 0.156
C -1.001 3.185 -0.266
O -0.339 2.434 0.545
C -1.461 2.812 -1.544
C -2.284 3.665 -2.261
N -2.626 4.865 -1.836
C -2.104 5.368 -0.653
C -1.063 1.544 -2.197
O -1.406 1.228 -3.296
O -0.249 0.784 -1.434
H -5.785 5.932 -2.483
H -5.054 5.612 -0.902
H -5.278 4.296 -2.063
H -3.643 5.282 -3.600
H -4.026 7.677 -3.103
H -2.320 7.246 -3.058
H -4.168 7.733 -0.676
H -2.722 8.616 -1.111
H -1.991 8.160 1.258
H -0.194 4.351 1.991
H -2.672 3.332 -3.215
S -1.418 -4.582 0.091
Sb -0.503 -2.932 1.318
S 1.262 -1.672 -0.342
S -1.623 -0.717 0.986
S 0.767 -3.187 3.163
C 8.251 -4.675 -1.087
C 7.010 -3.978 -0.624
C 5.787 -4.177 -1.250
C 4.621 -3.543 -0.841
C 3.340 -3.876 -1.552
C 4.709 -2.652 0.237
Te 3.134 -1.496 1.125
N 0.935 0.485 1.937
C 0.786 1.151 3.199
O -0.139 1.929 3.226
C 1.679 0.934 4.346
C 2.351 -0.258 4.613
C 3.153 -0.363 5.736
C 3.298 0.718 6.597
C 2.617 1.902 6.346
C 1.802 2.007 5.235
C 3.808 0.430 0.496
C 4.076 1.289 1.561
C 4.425 2.604 1.313
C 4.486 3.058 0.003
C 4.239 2.192 -1.049
C 3.909 0.853 -0.837
C 3.734 -0.071 -2.012
C 5.923 -2.465 0.932
C 6.058 -1.562 2.134
C 7.050 -3.125 0.475
H 8.069 -5.270 -1.978
H 8.629 -5.331 -0.302
H 9.040 -3.953 -1.303
H 5.729 -4.857 -2.092
H 3.544 -4.467 -2.442
H 2.807 -2.984 -1.872
H 2.682 -4.463 -0.905
H 2.181 -1.134 4.006
H 3.651 -1.299 5.955
H 3.929 0.629 7.471
H 2.713 2.740 7.023
H 1.253 2.916 5.030
H 4.024 0.925 2.578
H 4.648 3.268 2.137
H 4.753 4.086 -0.202
H 4.320 2.551 -2.068
H 4.214 0.340 -2.898
H 2.682 -0.220 -2.262
H 4.184 -1.042 -1.804
H 5.172 -1.595 2.780
H 6.236 -0.528 1.833
H 6.899 -1.875 2.750
H 7.989 -2.976 0.996
```

HOMO (spin up / spin down) (eV): -13.735 / -13.462
Gap between HOMO and LUMO (spin up / spin down) (eV): 6.829 / 4.568
Spin multiplicity: 2
Total charge: +2
Total energy (Eh): -4119.5082
Energy above the lowest of the compared OMol25 structures with the same formula, charge and spin (kJ/mol): 156.6

Results of the Löwdin charge analysis, in e, for atoms 1 through 6: Re 1.126; C -0.007; C -0.286; C -0.120; C -0.116; C -0.112

=====

Entry 2:
Density functional theory data (ωB97M-V with the def2-TZVPD basis set) for a molecular structure, C37H34N4O4PSiZr.

```
82
C37H34N4O4PSiZr ωB97M-V with the def2-TZVPD basis set
Zr 0.098 -1.277 1.537
C 4.315 2.112 -1.614
C 4.123 0.648 -1.932
C 4.938 0.051 -2.892
C 4.815 -1.292 -3.230
C 3.858 -2.077 -2.606
C 3.031 -1.500 -1.652
C 3.160 -0.153 -1.303
P 1.998 0.379 -0.021
C 1.454 2.072 -0.482
C 1.635 3.132 0.403
C 1.161 4.405 0.113
C 0.496 4.627 -1.083
C 0.327 3.578 -1.977
C 0.799 2.295 -1.704
C 0.644 1.220 -2.751
C 3.023 0.592 1.478
C 4.414 0.461 1.499
C 5.111 0.385 2.694
C 4.395 0.413 3.888
C 3.018 0.532 3.877
C 2.293 0.637 2.683
C 0.817 0.688 2.655
H 5.270 2.455 -2.016
H 4.305 2.302 -0.539
H 3.521 2.727 -2.046
H 5.688 0.660 -3.384
H 5.469 -1.720 -3.981
H 3.746 -3.124 -2.860
H 2.256 -2.091 -1.173
H 2.160 2.959 1.335
H 1.308 5.212 0.821
H 0.112 5.611 -1.324
H -0.184 3.751 -2.919
H -0.062 1.534 -3.520
H 0.295 0.276 -2.327
H 1.602 1.013 -3.240
H 4.959 0.385 0.565
H 6.189 0.281 2.694
H 4.917 0.333 4.836
H 2.467 0.534 4.812
H 0.425 1.481 2.015
H 0.374 0.767 3.644
C 0.886 -3.844 2.766
O 1.231 -2.468 2.588
H 1.704 -4.403 3.220
H 0.655 -4.315 1.811
H 0.011 -3.942 3.408
C -5.935 -0.037 1.988
C -4.934 0.847 1.597
C -3.875 0.398 0.816
C -3.789 -0.939 0.398
C -4.809 -1.803 0.798
C -5.871 -1.365 1.587
Si -2.350 -1.577 -0.657
C -2.895 -1.113 -2.387
C -2.944 0.228 -2.782
C -3.340 0.590 -4.063
C -3.707 -0.388 -4.981
C -3.674 -1.726 -4.610
C -3.269 -2.083 -3.327
H -6.752 0.304 2.613
H -4.970 1.881 1.921
H -3.090 1.097 0.549
H -4.762 -2.853 0.517
H -6.635 -2.066 1.907
H -2.442 -3.044 -0.401
H -2.665 1.006 -2.075
H -3.367 1.637 -4.345
H -4.014 -0.108 -5.982
H -3.962 -2.492 -5.321
H -3.241 -3.135 -3.056
O -1.164 -0.458 0.029
N -0.462 -1.543 -0.985
O 0.271 -2.388 -0.102
O -1.616 -2.050 2.440
N -1.849 -0.909 3.047
C -2.823 -0.882 3.876
C -3.605 -2.074 4.168
N -4.209 -3.007 4.453
C -3.117 0.382 4.534
N -3.361 1.367 5.071
```

HOMO (eV): -5.011
Gap between HOMO and LUMO (eV): 7.191
Total charge: -1
Total energy (Eh): -2628.2936
Energy above the lowest of the compared OMol25 structures with the same formula, charge and spin (kJ/mol): 168.7

Results of the Löwdin charge analysis, in e, for atoms 1 through 6: Zr 1.656; C -0.039; C -0.276; C -0.058; C -0.089; C -0.079

=====

total charge of number 2 (C37H34N4O4PSiZr)?
-1

=====

The highest total energy belongs to which entry?
C37H34N4O4PSiZr

=====

total energy of number 2 (C37H34N4O4PSiZr)?
-2628.2936 Eh